The following is a quantum chemistry calculation of C17H34NO10P3SSnTe as an isolated structure in a non-equilibrium geometry, from the Open Molecules 2025 dataset.

Results
Energy relative to the best compared isomer or geometry (same formula, charge and spin) (kJ/mol): 53.00
Total charge: 0
E (eV): -91978.2543
Highest occupied orbital energy (eV): -7.72

CARTESIAN COORDINATES (ANGSTROEM)
1 Sn -0.068 -0.558 -1.121
2 N -3.572 1.680 -3.456
3 C -3.461 0.329 -2.762
4 C -4.751 -0.460 -2.851
5 P -2.923 0.717 -1.055
6 O -4.257 1.452 -0.497
7 O -2.675 -0.523 -0.248
8 O -1.808 1.699 -1.190
9 P -2.095 -0.452 -3.806
10 O -2.259 -2.025 -3.610
11 O -2.502 0.027 -5.159
12 O -0.740 -0.005 -3.297
13 H -4.476 2.129 -3.337
14 H -3.318 1.446 -4.467
15 H -2.831 2.270 -3.040
16 H -5.584 0.107 -2.430
17 H -4.643 -1.379 -2.277
18 H -4.973 -0.725 -3.885
19 H -4.486 1.099 0.376
20 H -1.469 -2.406 -3.186
21 C 0.564 4.169 -0.426
22 C 0.925 3.241 0.736
23 C 1.675 3.995 1.833
24 P 1.701 1.695 0.030
25 C 2.352 0.717 1.489
26 C 3.612 1.147 2.239
27 C 1.162 0.537 2.445
28 C 3.112 2.256 -1.057
29 C 3.643 1.001 -1.764
30 C 4.234 3.109 -0.471
31 H -0.106 4.957 -0.079
32 H 0.056 3.615 -1.218
33 H 1.454 4.646 -0.840
34 H -0.016 2.864 1.152
35 H 2.662 4.311 1.501
36 H 1.790 3.399 2.736
37 H 1.109 4.892 2.099
38 H 2.558 -0.250 1.033
39 H 3.576 2.180 2.578
40 H 4.502 1.009 1.627
41 H 3.726 0.507 3.118
42 H 1.047 1.404 3.097
43 H 1.307 -0.342 3.073
44 H 0.227 0.400 1.892
45 H 2.596 2.854 -1.816
46 H 4.093 0.297 -1.060
47 H 4.388 1.267 -2.515
48 H 2.825 0.475 -2.259
49 H 4.682 2.661 0.412
50 H 3.881 4.106 -0.212
51 H 5.019 3.232 -1.221
52 O 0.838 -3.741 0.183
53 S 1.517 -3.049 -1.057
54 O 0.403 -2.806 -2.005
55 O 1.957 -1.728 -0.569
56 O 2.549 -3.895 -1.532
57 Te -0.914 -2.849 0.558
58 C -1.262 -4.158 2.207
59 C -2.303 -3.850 3.077
60 C -2.609 -4.713 4.117
61 C -1.875 -5.878 4.293
62 C -0.841 -6.183 3.419
63 C -0.532 -5.327 2.372
64 H -2.869 -2.935 2.937
65 H -3.419 -4.474 4.793
66 H -2.101 -6.541 5.118
67 H -0.275 -7.096 3.547
68 H 0.272 -5.553 1.683

***

The following is a quantum chemistry calculation of C8H20F2N5O8S2Tl as an isolated structure in a non-equilibrium geometry, from the Open Molecules 2025 dataset.

Results
Energy relative to the best compared isomer or geometry (same formula, charge and spin) (kJ/mol): 298.38
Total charge: +2
E (eV): -64227.9617
Highest occupied orbital energy (eV): -15.92

CARTESIAN COORDINATES (ANGSTROEM)
1 Tl -0.203 -9.823 -17.163
2 N 1.514 -8.534 -15.372
3 S 1.529 -7.983 -13.953
4 O 1.400 -6.506 -13.789
5 O 2.239 -8.714 -12.917
6 F 0.034 -8.612 -13.628
7 S 3.188 -8.669 -15.470
8 O 3.759 -9.857 -14.895
9 O 3.975 -7.488 -15.653
10 F 3.093 -9.234 -17.001
11 O -2.082 -10.427 -14.955
12 C -3.106 -10.490 -14.244
13 N -4.228 -10.910 -14.777
14 C -2.995 -10.315 -12.753
15 H -5.010 -10.828 -14.143
16 H -4.277 -11.132 -15.761
17 H -3.461 -9.382 -12.437
18 H -1.934 -10.228 -12.520
19 H -3.311 -11.174 -12.161
20 O -1.473 -8.548 -19.482
21 C -2.203 -8.065 -20.310
22 N -2.175 -8.642 -21.524
23 C -3.286 -7.045 -20.051
24 H -1.558 -9.439 -21.581
25 H -2.245 -8.002 -22.302
26 H -2.845 -6.156 -19.601
27 H -4.027 -7.470 -19.373
28 H -3.819 -6.720 -20.945
29 O 0.246 -7.016 -17.922
30 C 1.206 -6.195 -17.815
31 N 2.448 -6.570 -18.029
32 C 0.955 -4.820 -17.169
33 H 3.159 -5.922 -17.722
34 H 2.633 -7.548 -18.199
35 H -0.115 -4.639 -17.065
36 H 1.598 -4.036 -17.569
37 H 1.202 -5.007 -16.124
38 O -0.946 -12.640 -17.060
39 C -1.312 -13.596 -16.469
40 N -0.546 -14.319 -15.669
41 C -2.726 -14.118 -16.556
42 H 0.423 -14.049 -15.575
43 H -0.987 -15.009 -15.077
44 H -3.393 -13.378 -16.112
45 H -2.885 -15.129 -16.180
46 H -2.917 -14.272 -17.618

***

The following is a quantum chemistry calculation of C4H7CuNO4 as an isolated structure, from the Open Molecules 2025 dataset.

Results
2S+1: 2
Total charge: +2
E (eV): -58560.9183
Highest occupied orbital energy (spin up / spin down) (eV): -18.81 / -18.81

CARTESIAN COORDINATES (ANGSTROEM)
1 N -1.063 2.140 -0.317
2 C 0.176 1.498 -0.043
3 C -0.043 0.217 0.821
4 O -1.315 -0.343 0.466
5 C -1.142 -1.569 -0.030
6 O -1.873 -2.172 -0.754
7 O 0.082 -2.061 0.355
8 C 0.959 -0.952 0.562
9 O 1.646 -0.775 -0.640
10 H -1.820 2.151 0.372
11 H -1.358 2.413 -1.259
12 H 0.749 1.361 -0.953
13 H 0.744 2.211 0.590
14 H -0.032 0.506 1.868
15 H 1.581 -1.202 1.417
16 H 2.595 -0.964 -0.571
17 Cu 0.116 -2.459 -1.882

***

The following is a quantum chemistry calculation of a 2-piece molecular cluster, C3H4NO2 overall in a non-equilibrium geometry, from the Open Molecules 2025 dataset.

Results
Energy relative to the best compared isomer or geometry (same formula, charge and spin) (kJ/mol): 803.05
Total charge: -1
E (eV): -8754.0882
Highest occupied orbital energy (spin up / spin down) (eV): -3.28 / -3.28

CARTESIAN COORDINATES (ANGSTROEM)
1 C -1.441 -1.090 1.161
2 C -1.016 -0.653 -0.010
3 C 0.782 0.925 -0.067
4 N 1.665 0.933 -1.041
5 O 2.401 1.946 -1.336
6 O 1.732 -0.136 -1.697
7 H -2.194 -1.821 1.307
8 H -0.994 -0.923 2.110
9 H -1.374 -0.867 -1.018
10 H 0.438 1.685 0.591

***

The following is a quantum chemistry calculation of C8H24ClI2P2RuS as an isolated structure in a non-equilibrium geometry, from the Open Molecules 2025 dataset.

Results
Energy relative to the best compared isomer or geometry (same formula, charge and spin) (kJ/mol): 0.00
2S+1: 5
Total charge: +3
E (eV): -69374.4133
Highest occupied orbital energy (spin up / spin down) (eV): -19.46 / -19.91

CARTESIAN COORDINATES (ANGSTROEM)
1 I 1.183 -2.276 0.517
2 I -1.176 2.505 -0.541
3 Ru 0.024 0.163 0.022
4 P 0.867 -0.049 -2.061
5 C 2.468 0.789 -2.239
6 C 1.206 -1.705 -2.773
7 H 1.439 -1.572 -3.836
8 H 0.335 0.406 -4.352
9 H 0.321 -2.334 -2.661
10 H -1.147 0.275 -3.350
11 H 3.214 0.324 -1.591
12 H 2.048 -2.172 -2.258
13 C -0.134 0.682 -3.400
14 H 2.770 0.685 -3.286
15 H -0.171 1.767 -3.288
16 H 2.373 1.845 -1.983
17 P -1.197 -0.186 1.869
18 C -0.474 0.594 3.341
19 C -2.885 0.502 1.843
20 H -1.934 -2.485 1.634
21 H -2.297 -1.814 3.253
22 H -0.635 -2.347 2.845
23 C -1.545 -1.884 2.459
24 H -3.415 0.125 0.966
25 H -3.392 0.170 2.757
26 H -1.176 0.434 4.164
27 H -0.339 1.663 3.175
28 H -2.845 1.591 1.802
29 H 0.489 0.144 3.589
30 Cl -1.740 -1.150 -0.952
31 C 2.591 3.079 1.266
32 S 1.820 1.372 1.060
33 C 3.090 0.367 1.836
34 H 1.977 3.832 0.743
35 H 3.600 3.044 0.843
36 H 2.615 3.288 2.340
37 H 3.660 -0.154 1.052
38 H 3.725 1.099 2.368
39 H 2.637 -0.328 2.558

***

The following is a quantum chemistry calculation of a single C10H8N2O molecule in a non-equilibrium geometry, from the Open Molecules 2025 dataset.

Results
Energy relative to the best compared isomer or geometry (same formula, charge and spin) (kJ/mol): 218.84
Total charge: 0
E (eV): -15524.7855
Highest occupied orbital energy (eV): -9.20

CARTESIAN COORDINATES (ANGSTROEM)
1 C -1.138 -0.801 1.780
2 C -1.175 0.274 0.757
3 C -2.224 1.267 0.625
4 C -2.142 2.250 -0.397
5 C -1.165 2.183 -1.393
6 C -0.147 1.264 -1.174
7 C -0.093 0.306 -0.071
8 C 1.671 -1.200 0.870
9 C 2.729 -1.978 0.254
10 C 2.409 -1.933 -1.164
11 H -0.758 -1.820 1.410
12 H -3.027 1.225 1.349
13 H -3.126 2.848 -0.683
14 H -1.287 2.861 -2.183
15 H 0.799 1.291 -1.903
16 H 1.512 -0.837 1.973
17 H 3.598 -2.388 0.777
18 H 2.966 -2.207 -2.131
19 N 0.914 -0.724 -0.195
20 N 1.327 -1.146 -1.391
21 O -1.642 -0.733 2.891

***

The following is a quantum chemistry calculation of an isolated ion of composition C26H29N6O2S and charge +1 in a non-equilibrium geometry, from the Open Molecules 2025 dataset.

Results
Energy relative to the best compared isomer or geometry (same formula, charge and spin) (kJ/mol): 2.50
Total charge: +1
E (eV): -51296.2582
Highest occupied orbital energy (eV): -10.66

CARTESIAN COORDINATES (ANGSTROEM)
1 C 3.291 5.682 3.721
2 C 3.438 5.383 2.377
3 C 2.702 4.357 1.812
4 C 1.810 3.623 2.584
5 C 1.673 3.924 3.931
6 C 2.408 4.951 4.497
7 H 2.290 5.181 5.545
8 H 0.983 3.357 4.540
9 C 1.036 2.489 1.964
10 H 0.163 2.248 2.572
11 H 0.700 2.781 0.966
12 C 1.947 1.260 1.866
13 N 1.290 0.135 1.261
14 C 0.865 -0.090 -0.002
15 N 0.313 -1.289 -0.010
16 N 0.402 -1.773 1.225
17 N 0.973 -0.944 1.978
18 C 0.979 0.814 -1.196
19 C 2.385 1.336 -1.321
20 C 2.766 2.602 -1.649
21 C 4.169 2.755 -1.706
22 C 4.834 1.609 -1.422
23 S 3.768 0.307 -1.084
24 H 5.891 1.435 -1.389
25 H 4.658 3.681 -1.946
26 H 2.071 3.399 -1.846
27 N 0.557 0.220 -2.445
28 C -0.805 0.331 -2.885
29 C -1.701 -0.845 -2.426
30 N -0.872 -2.048 -2.203
31 H -0.387 -1.879 -1.227
32 C 0.210 -2.111 -3.199
33 C 1.217 -0.982 -2.918
34 H 1.767 -0.762 -3.842
35 H 1.941 -1.313 -2.172
36 H 0.713 -3.076 -3.129
37 H -0.221 -2.018 -4.199
38 C -1.681 -3.290 -2.132
39 C -2.735 -3.194 -1.061
40 C -2.366 -3.275 0.274
41 C -3.305 -3.178 1.299
42 C -4.619 -3.008 0.934
43 C -4.997 -2.931 -0.412
44 C -4.075 -3.015 -1.425
45 H -4.386 -2.966 -2.456
46 O -6.343 -2.763 -0.495
47 C -6.822 -2.767 0.837
48 O -5.721 -2.889 1.717
49 H -7.507 -3.616 0.981
50 H -7.356 -1.827 1.040
51 H -3.015 -3.244 2.333
52 H -1.332 -3.421 0.543
53 H -2.142 -3.464 -3.108
54 H -0.998 -4.113 -1.911
55 H -2.215 -0.615 -1.491
56 H -2.453 -1.057 -3.188
57 H -0.788 0.369 -3.979
58 H -1.230 1.272 -2.536
59 H 0.323 1.678 -1.029
60 H 2.246 0.936 2.865
61 H 2.841 1.507 1.288
62 H 2.816 4.128 0.761
63 H 4.125 5.950 1.767
64 H 3.864 6.483 4.162

***

The following is a quantum chemistry calculation of a 6-piece molecular cluster, C5H22N10O6 overall in a non-equilibrium geometry, from the Open Molecules 2025 dataset.

Results
Energy relative to the best compared isomer or geometry (same formula, charge and spin) (kJ/mol): 213.68
2S+1: 2
Total charge: +1
E (eV): -32720.1379
Highest occupied orbital energy (spin up / spin down) (eV): -11.80 / -11.80

CARTESIAN COORDINATES (ANGSTROEM)
1 C -5.259 -0.051 0.905
2 O -4.932 -1.156 0.570
3 N -6.468 0.444 1.204
4 N -4.671 1.066 0.560
5 H -7.181 -0.239 0.991
6 H -6.700 1.399 1.438
7 H -4.924 1.972 0.928
8 H -3.910 1.033 -0.103
9 C 2.845 -1.471 -1.552
10 O 3.632 -0.495 -1.612
11 N 2.651 -2.242 -0.475
12 N 2.160 -1.753 -2.606
13 H 3.320 -2.197 0.281
14 H 1.975 -2.981 -0.599
15 H 1.622 -2.607 -2.652
16 H 2.177 -1.089 -3.368
17 C 5.011 0.358 1.440
18 O 5.333 -0.766 1.813
19 N 3.766 0.734 1.262
20 N 5.836 1.184 0.861
21 H 3.406 1.373 0.567
22 H 3.028 0.131 1.595
23 H 5.380 1.949 0.385
24 H 6.763 0.789 0.790
25 C -0.708 2.851 -1.436
26 O 0.451 2.718 -1.710
27 N -1.733 2.258 -1.985
28 N -1.071 3.599 -0.433
29 H -2.664 2.619 -1.829
30 H -1.495 1.755 -2.828
31 H -1.981 3.600 0.005
32 H -0.444 4.042 0.224
33 C -0.708 -1.169 0.826
34 O -1.001 -2.221 1.303
35 N 0.397 -0.473 0.863
36 N -1.574 -0.509 0.212
37 H 0.347 0.096 0.030
38 H 1.174 -1.010 1.222
39 H -2.477 -0.961 0.229
40 H -1.409 0.415 -0.161
41 O 0.329 -4.559 0.924
42 H -0.247 -4.277 0.213
43 H -0.044 -4.157 1.709